No. 1
The following is a DFT calculation (the ωB97M-V functional and the def2-TZVPD basis) of 11 unconnected molecules or ions with the total composition C35H68Br20NO4P in a non-equilibrium geometry.

Output
Kohn-Sham gap, hartree: 0.332
SMILES string: CCN(CC[C@]1(C)OC(=O)[C@@H]([PH2]=O)[C@H]1CC(C)C)C(C)=O.BrCCBr.BrCCBr.BrCCBr.BrCCBr.BrCCBr.BrCCBr.BrCCBr.BrCCBr.BrCCBr.BrCCBr

Last column: Mulliken charge in e.
CARTESIAN COORDINATES (ANGSTROEM)
C: -2.43 1.87 -2.58  -0.06
C: -1.11 1.24 -3.40  -0.47
N: 0.01 1.18 -2.39  0.67
C: -0.03 -0.06 -1.53  -0.84
C: -0.42 0.36 0.04  -0.53
C: 0.93 0.27 0.96  0.40
C: 0.83 1.66 1.85  -1.24
O: 2.27 0.46 0.30  -0.38
C: 3.28 -0.41 0.99  0.15
O: 4.57 -0.43 0.60  -0.64
C: 2.57 -1.22 2.25  0.29
P: 3.05 -0.59 3.98  0.09
O: 1.86 -0.04 4.85  -0.46
C: 1.01 -1.17 1.74  0.23
C: -0.20 -1.65 2.73  -0.49
C: -0.92 -3.07 2.31  0.14
C: -1.66 -3.07 0.85  -0.86
C: 0.15 -4.35 2.34  -0.03
C: 1.37 1.44 -3.00  0.16
C: 2.34 0.34 -3.73  -0.58
O: 1.80 2.73 -2.98  -0.62
H: -3.28 2.20 -3.31  0.09
H: -1.97 2.79 -1.96  0.22
H: -2.76 1.09 -1.77  -0.15
H: -1.33 0.18 -3.84  0.16
H: -0.89 2.02 -4.25  0.26
H: 0.92 -0.74 -1.59  0.18
H: -0.94 -0.74 -1.89  0.27
H: -0.89 1.45 0.01  0.33
H: -1.31 -0.33 0.45  0.13
H: 0.97 2.55 1.06  0.38
H: 1.75 1.73 2.57  0.18
H: -0.21 1.78 2.36  0.25
H: 3.04 -2.29 2.14  0.26
H: 3.86 -1.59 4.67  0.13
H: 3.96 0.55 3.77  0.11
H: 0.93 -1.95 0.84  0.03
H: 0.27 -1.82 3.80  0.26
H: -1.02 -0.81 2.70  0.36
H: -1.75 -3.34 3.12  0.43
H: -2.75 -2.59 0.89  0.23
H: -1.78 -4.17 0.41  0.35
H: -1.06 -2.47 0.02  0.05
H: -0.43 -5.29 2.78  0.39
H: 0.63 -4.57 1.29  0.26
H: 0.98 -4.06 3.15  -0.75
H: 3.39 0.41 -3.17  0.11
H: 1.96 -0.77 -3.53  0.19
H: 2.50 0.50 -4.88  0.34
Br: 4.25 -2.47 -2.44  -0.12
C: 6.11 -1.89 -2.36  -0.52
C: 6.54 -1.25 -3.65  -0.52
Br: 6.88 -2.58 -5.03  -0.14
H: 6.70 -2.77 -2.09  0.39
H: 6.15 -1.17 -1.54  0.28
H: 7.49 -0.72 -3.52  0.40
H: 5.80 -0.55 -4.06  0.26
Br: -5.14 3.74 -5.20  -0.07
C: -4.14 4.09 -6.84  -0.64
C: -2.77 3.45 -6.79  -0.62
Br: -1.55 4.48 -5.67  -0.13
H: -4.10 5.17 -6.97  0.37
H: -4.74 3.64 -7.64  0.37
H: -2.31 3.44 -7.78  0.43
H: -2.78 2.43 -6.39  0.34
Br: -5.13 3.96 -1.42  -0.16
C: -6.59 2.73 -1.01  -0.60
C: -6.07 1.43 -0.45  -0.52
Br: -5.34 0.30 -1.85  -0.14
H: -7.17 2.61 -1.93  0.36
H: -7.20 3.26 -0.27  0.35
H: -6.88 0.85 -0.01  0.36
H: -5.28 1.57 0.30  0.34
Br: 6.85 -6.26 -2.46  -0.15
C: 7.86 -5.92 -4.09  -0.22
C: 9.23 -6.56 -4.04  -0.53
Br: 10.44 -5.52 -2.92  -0.16
H: 7.89 -4.83 -4.23  0.01
H: 7.26 -6.36 -4.89  0.35
H: 9.69 -6.56 -5.03  0.37
H: 9.22 -7.58 -3.64  0.30
Br: -8.86 4.91 -4.92  -0.18
C: -8.68 6.85 -5.02  -0.55
C: -7.38 7.31 -4.40  -0.41
Br: -7.47 7.28 -2.45  -0.09
H: -9.56 7.27 -4.54  0.28
H: -8.70 7.08 -6.09  0.38
H: -7.18 8.35 -4.66  0.30
H: -6.52 6.69 -4.69  0.26
Br: -0.11 -0.67 8.80  -0.16
C: 0.43 0.89 7.75  -0.25
C: -0.57 2.01 7.89  -0.32
Br: -2.17 1.67 6.82  -0.15
H: 0.56 0.55 6.72  0.11
H: 1.40 1.18 8.16  0.37
H: -0.16 2.95 7.50  0.36
H: -0.91 2.17 8.92  0.11
Br: 2.44 -4.21 4.79  -0.19
C: 3.15 -6.00 4.48  -0.61
C: 4.65 -5.97 4.29  -0.61
Br: 5.12 -5.33 2.51  -0.13
H: 2.61 -6.41 3.62  0.37
H: 2.89 -6.57 5.38  0.39
H: 5.07 -6.98 4.34  0.35
H: 5.17 -5.33 5.00  0.38
Br: 4.15 -8.69 -3.55  -0.12
C: 4.86 -10.48 -3.86  -0.58
C: 6.36 -10.44 -4.05  -0.53
Br: 6.82 -9.80 -5.83  -0.14
H: 4.32 -10.89 -4.72  0.37
H: 4.60 -11.04 -2.96  0.34
H: 6.77 -11.45 -4.00  0.36
H: 6.87 -9.80 -3.34  0.30
Br: -7.75 13.18 -3.94  -0.15
C: -8.52 12.12 -2.50  -0.61
C: -8.43 10.64 -2.80  -0.60
Br: -9.78 10.09 -4.09  -0.10
H: -9.54 12.47 -2.36  0.38
H: -7.93 12.37 -1.61  0.38
H: -8.64 10.05 -1.90  0.37
H: -7.46 10.33 -3.20  0.35
Br: -2.82 1.04 12.29  -0.12
C: -0.90 0.89 11.98  -0.04
C: -0.15 1.98 12.69  -0.56
Br: -0.31 3.69 11.75  -0.15
H: -0.76 0.90 10.89  -0.29
H: -0.63 -0.09 12.37  0.39
H: 0.93 1.77 12.70  0.34
H: -0.49 2.15 13.71  0.39

***

No. 2
The following is a DFT calculation (the ωB97M-V functional and the def2-TZVPD basis) of 2 unconnected molecules or ions with the total composition C4H8O.

Output
Kohn-Sham gap, hartree: 0.354
SMILES string: C1=COCC1.[H][H]
ΔE to the lowest compared entry with this formula, charge and spin, kJ/mol: 203.4

Last column: natural (NBO) charge in e.
CARTESIAN COORDINATES (ANGSTROEM)
C: -0.62 0.41 -0.13  -0.33
C: 0.21 -0.15 -1.26  -0.46
C: 1.56 -0.24 -0.57  -0.07
O: 1.25 -0.46 0.82  -0.50
C: 0.00 0.07 0.99  0.14
H: -1.60 0.87 -0.24  0.23
H: -2.44 0.08 1.48  0.01
H: 0.20 0.43 -2.19  0.22
H: -0.17 -1.16 -1.49  0.20
H: 2.22 -1.06 -0.87  0.19
H: 2.10 0.71 -0.69  0.17
H: -0.36 0.08 2.01  0.20
H: -2.34 0.42 2.14  -0.01

***

no.,HOMO level (eV),E_tot (eV)
1,-8.852,-1457209.590
2,-8.478,-6323.060